Computed, not measured: C42H38BrF4N3O3PTi as an isolated structure, with ωB97M-V/def2-TZVPD.

Element x y z (Å)
Ti1 -0.11348 0.57146 1.62155
C1 0.96064 -2.44761 1.28405
O1 1.21753 -1.00800 1.36305
C2 2.58254 -0.68883 0.99422
C3 2.73999 0.79678 1.19583
O2 1.49393 1.38429 0.70305
C4 1.62533 2.63488 -0.09709
C5 0.75723 3.73054 0.47513
O3 0.95772 3.86543 1.86589
C6 1.67922 5.05731 2.24313
H1 1.33913 -2.91721 2.19066
H2 1.46807 -2.83056 0.40095
H3 -0.10667 -2.59593 1.16931
H4 2.71056 -0.96548 -0.05080
H5 3.26836 -1.25504 1.62574
H6 2.87302 1.09645 2.23634
H7 3.56910 1.17138 0.60020
H8 2.67977 2.89543 -0.07901
H9 1.34320 2.37525 -1.11758
H10 0.98191 4.65317 -0.06706
H11 -0.30098 3.51247 0.28118
H12 1.12116 5.94565 1.94783
H13 1.78530 5.03513 3.32356
H14 2.66777 5.06931 1.78147
N1 -0.76549 2.05842 3.00324
C7 -2.15838 1.81884 3.40631
C8 -2.45785 1.80386 4.75718
C9 -3.76387 1.58747 5.17010
C10 -4.76199 1.39132 4.22400
C11 -4.45023 1.40544 2.87506
C12 -3.13953 1.60699 2.43525
C13 -2.82008 1.54986 0.99384
C14 -3.71402 1.99347 0.03165
C15 -3.39452 1.92112 -1.32235
C16 -2.17189 1.41755 -1.76146
C17 -1.25610 0.96613 -0.83399
C18 -1.58278 1.02347 0.53591
H15 -0.65330 2.96233 2.53083
H16 -0.18716 2.15995 3.83720
H17 -1.68288 1.99595 5.49161
H18 -4.00250 1.59008 6.22505
H19 -5.78369 1.22732 4.53840
H20 -5.23139 1.22438 2.14813
H21 -4.65976 2.42713 0.32942
H22 -4.11425 2.27764 -2.04864
H23 -1.95040 1.36805 -2.81837
H24 -0.30835 0.54943 -1.16735
F1 -3.61908 -2.09498 -5.91731
C19 -2.58960 -1.94745 -5.11474
C20 -1.34247 -1.63559 -5.62776
F2 -1.17943 -1.48640 -6.92475
C21 -0.27253 -1.47933 -4.75980
F3 0.90396 -1.17992 -5.30139
C22 -0.39480 -1.61446 -3.38056
P1 1.06093 -1.45773 -2.26856
C23 1.86330 0.10383 -2.80563
C24 3.21099 0.29410 -2.47285
C25 3.85919 1.48534 -2.77045
C26 3.16967 2.51903 -3.39459
C27 1.83394 2.34546 -3.72714
C28 1.18825 1.14833 -3.43443
C29 2.18279 -2.77045 -2.83960
C30 3.13154 -2.62965 -3.85204
C31 3.91165 -3.71391 -4.22192
C32 3.74833 -4.94177 -3.59318
C33 2.80808 -5.08984 -2.58288
C34 2.03291 -4.00495 -2.20413
C35 -1.66681 -1.94945 -2.89556
Br1 -2.02113 -2.29861 -1.06403
C36 -2.74719 -2.10674 -3.74440
F4 -3.94919 -2.41419 -3.27647
H25 3.78228 -0.52698 -2.05138
H26 4.91554 1.59205 -2.55544
H27 3.68241 3.43461 -3.65867
H28 1.30041 3.12791 -4.25182
H29 0.16199 1.01403 -3.75322
H30 3.25321 -1.68288 -4.36076
H31 4.64043 -3.60547 -5.01394
H32 4.35464 -5.78562 -3.89383
H33 2.68099 -6.04677 -2.09506
H34 1.28933 -4.12447 -1.42105
N2 -2.90294 -4.00733 6.83946
C37 -2.47098 -3.33482 6.01507
C38 -1.93423 -2.48822 4.99075
C39 -0.67442 -1.90553 5.14541
C40 -0.20192 -1.09421 4.14144
N3 -0.91017 -0.83109 3.02545
C41 -2.12226 -1.40100 2.87637
C42 -2.66201 -2.23648 3.82949
H35 -0.08129 -2.08912 6.03054
H36 0.78043 -0.64041 4.22386
H37 -2.66046 -1.17791 1.96418
H38 -3.63428 -2.68345 3.67468

charge	+3
electronic energy	-6176.5797	a.u.
LUMO energy	-10.418	eV
Kohn-Sham gap	4.80	eV

=====

Computed, not measured: C42H38BrIrN2O7S as an isolated structure in a non-equilibrium geometry, with ωB97M-V/def2-TZVPD.

Element x y z (Å)
Ir1 0.60119 0.44315 -1.53868
C1 0.77101 -1.90639 4.56760
C2 0.58061 -0.58981 3.82431
C3 0.49596 0.58896 4.77222
O1 -0.59026 -0.63278 3.02062
C4 -0.27458 -1.09769 1.73260
C5 1.29596 -0.96602 1.67621
O2 1.63072 -0.37292 2.90813
C6 2.19962 -0.25870 0.59912
O3 2.01093 -0.79387 -0.66890
C7 3.61935 -0.54485 1.11589
C8 4.26004 0.31219 2.00320
C9 5.51524 -0.00987 2.49281
C10 6.13427 -1.19283 2.11348
C11 5.49557 -2.05018 1.23088
C12 4.24092 -1.72865 0.73665
C13 1.98728 1.24324 0.49298
C14 1.02134 1.96149 1.20377
C15 0.98401 3.34778 1.12532
C16 1.91098 4.03235 0.35481
C17 2.88156 3.33033 -0.35688
C18 2.91659 1.95071 -0.30122
C19 -1.27784 -0.55329 0.63667
O4 -0.71315 -0.76296 -0.60146
C20 -1.83677 0.89282 0.78054
C21 -2.10804 1.57282 -0.40883
C22 -2.70037 2.82896 -0.40113
C23 -3.01657 3.43917 0.80018
C24 -2.75534 2.77071 1.98705
C25 -2.20260 1.49720 1.98154
C26 -2.58501 -1.38396 0.73101
C27 -3.24177 -1.72757 -0.44755
C28 -4.41958 -2.45795 -0.41163
C29 -4.96826 -2.81696 0.81022
C30 -4.32513 -2.46166 1.98761
C31 -3.13879 -1.74524 1.95472
H1 -0.05615 -2.06836 5.25601
H2 1.70784 -1.86996 5.12084
H3 0.80690 -2.73834 3.86319
H4 -0.35243 0.46078 5.44157
H5 0.37659 1.51546 4.21036
H6 1.41503 0.64843 5.35199
H7 -0.46367 -2.17768 1.67930
H8 1.66483 -1.99944 1.63450
H9 3.77704 1.22807 2.31845
H10 6.00989 0.66537 3.17833
H11 7.10671 -1.44851 2.51172
H12 5.97224 -2.97343 0.92995
H13 3.73685 -2.39000 0.04242
H14 0.33074 1.45444 1.85802
H15 0.22839 3.88744 1.68219
H16 1.89167 5.11419 0.33018
H17 3.61989 3.86552 -0.94046
H18 3.70173 1.39856 -0.80408
H19 -1.89495 1.09022 -1.36058
H20 -2.94040 3.31833 -1.33794
H21 -3.48587 4.41371 0.81211
H22 -3.00994 3.23312 2.93174
H23 -2.06245 0.98850 2.91801
H24 -2.81667 -1.43457 -1.39710
H25 -4.90239 -2.74378 -1.33804
H26 -5.90329 -3.35911 0.84537
H27 -4.75435 -2.73507 2.94260
H28 -2.65550 -1.47334 2.88176
Br1 1.52950 6.68644 -3.99804
C32 1.19910 4.92556 -3.43811
C33 1.86011 3.85677 -4.03492
C34 1.59790 2.58451 -3.58350
N1 0.72521 2.32610 -2.59537
C35 0.08852 3.36420 -2.02983
C36 0.29267 4.67025 -2.41922
H29 2.56805 4.01553 -4.83479
H30 2.10196 1.73715 -4.02955
H31 -0.62033 3.13580 -1.24508
H32 -0.25101 5.46794 -1.93456
N2 0.73659 -1.15853 -3.21085
C37 -0.36607 -2.01379 -3.36165
C38 -0.64021 -2.95800 -2.36184
C39 -1.74253 -3.77994 -2.47839
C40 -2.53784 -3.64482 -3.60671
C41 -2.28207 -2.72328 -4.61767
C42 -1.18610 -1.89894 -4.49118
S1 -4.09513 -4.62559 -3.74856
O5 -4.08545 -5.02882 -5.13183
O6 -3.94410 -5.66491 -2.76243
O7 -5.04300 -3.57759 -3.40672
H33 1.50091 -1.61009 -2.70987
H34 1.04781 -0.77275 -4.09672
H35 -0.00634 -3.00430 -1.48409
H36 -1.99220 -4.50501 -1.71735
H37 -2.93528 -2.66751 -5.47674
H38 -0.96801 -1.16469 -5.26069

charge	+1
relative energy (zero: lowest compared OMol25 entry of this formula, charge and spin)	6.75	kcal/mol
electronic energy	-5335.5931	a.u.
expectation value of S²	0.817
2S+1	2
LUMO energy (spin up / spin down)	-4.352 / -6.782	eV
Kohn-Sham gap (spin up / spin down)	6.41 / 3.99	eV

=====

Computed, not measured: C42H38BrN7O4S2Sn as an isolated structure in a non-equilibrium geometry, with ωB97M-V/def2-TZVPD.

Element x y z (Å)
Sn1 -0.62977 -0.26277 -0.56014
C1 -2.54921 -3.19951 -3.09251
O1 -1.39906 -2.91507 -2.30431
C2 -0.28683 -3.67187 -2.52121
C3 -0.06660 -4.36511 -3.70237
C4 1.10389 -5.08908 -3.88397
C5 2.03833 -5.16454 -2.86294
C6 1.81753 -4.48145 -1.67773
C7 0.67133 -3.71050 -1.49164
N1 0.41277 -2.94564 -0.32904
N2 1.11092 -3.29197 0.65775
C8 0.94907 -2.71549 1.88268
C9 -0.15558 -1.88559 2.24903
O2 -1.00455 -1.40693 1.43218
C10 -0.36941 -1.65769 3.66179
C11 0.48963 -2.09620 4.60523
C12 1.64969 -2.85818 4.25521
C13 2.56468 -3.28982 5.23430
C14 3.67429 -4.02277 4.89156
C15 3.89209 -4.35262 3.54504
C16 3.01627 -3.93337 2.57354
C17 1.87139 -3.17574 2.89795
H1 -2.80245 -4.25999 -3.03654
H2 -2.40571 -2.90992 -4.13673
H3 -3.35824 -2.61371 -2.67057
H4 -0.79917 -4.33645 -4.49840
H5 1.27778 -5.59941 -4.82268
H6 2.93559 -5.75875 -2.98364
H7 2.53620 -4.51606 -0.87137
H8 -1.25302 -1.08137 3.91293
H9 0.31164 -1.87995 5.65372
H10 2.37279 -3.02873 6.26986
H11 4.36934 -4.35427 5.65297
H12 4.75694 -4.94500 3.27191
H13 3.19181 -4.16648 1.53275
O3 -4.86319 0.35103 -1.65821
C18 -3.64796 0.50082 -1.59279
O4 -2.88385 0.06048 -0.66228
C19 -2.98461 1.27583 -2.72880
C20 -3.79195 1.86665 -3.69523
C21 -3.19506 2.57414 -4.72175
C22 -1.80922 2.65870 -4.75390
C23 -1.08815 2.02863 -3.75372
N3 -1.65702 1.34871 -2.75847
H14 -4.86232 1.74660 -3.60927
H15 -3.79650 3.05003 -5.48720
H16 -1.29916 3.20111 -5.53849
H17 -0.00651 2.07131 -3.74960
C24 3.92416 -1.48266 -4.50654
C25 3.41492 -0.29355 -3.73867
C26 4.12189 0.89882 -3.64204
C27 3.60153 1.95956 -2.91816
C28 2.37717 1.77032 -2.30141
Br1 1.54017 3.21663 -1.40906
N4 1.68646 0.65043 -2.36425
C29 2.19475 -0.35341 -3.07741
H18 4.68907 -1.18711 -5.22296
H19 3.10780 -1.97607 -5.03457
H20 4.34974 -2.21884 -3.82156
H21 5.07975 1.00305 -4.13871
H22 4.12378 2.90152 -2.83161
H23 1.58903 -1.25449 -3.12106
N5 -0.82843 1.38599 1.30862
S1 -1.01924 2.95505 1.36182
C30 -1.58584 3.31787 3.04251
C31 -1.34966 2.37543 4.02954
C32 -1.71889 2.65290 5.33941
C33 -2.31267 3.86730 5.65025
C34 -2.52459 4.81411 4.65573
C35 -2.15523 4.54658 3.34686
C36 -2.51337 3.42426 0.47887
C37 -3.75825 2.91825 0.82052
C38 -4.84713 3.21804 0.01979
C39 -4.68811 4.01657 -1.10725
C40 -3.43705 4.51015 -1.44610
C41 -2.33875 4.20868 -0.65291
H24 -1.65483 0.89243 1.66009
H25 -0.89062 1.43015 3.76238
H26 -1.53815 1.91796 6.11370
H27 -2.61569 4.08034 6.66732
H28 -2.97840 5.76669 4.89788
H29 -2.31458 5.28316 2.56789
H30 -3.88002 2.28675 1.69329
H31 -5.82098 2.82084 0.27267
H32 -5.54464 4.23840 -1.73098
H33 -3.31004 5.12571 -2.32791
H34 -1.34873 4.56863 -0.91040
N6 2.41375 1.36425 3.51286
C42 3.36879 0.98028 2.64117
N7 4.51703 0.51213 3.18248
S2 3.17307 1.17580 1.00186
H35 2.45365 1.08024 4.47708
H36 1.52029 1.61071 3.12235
H37 4.51563 0.13118 4.11655
H38 5.16258 0.09686 2.53517

relative energy (zero: lowest compared OMol25 entry of this formula, charge and spin)	30.54	kcal/mol
electronic energy	-5892.2483	a.u.
LUMO energy	0.101	eV
Kohn-Sham gap	6.93	eV

=====

Computed, not measured: C42H38FN11O7Sn as an isolated structure in a non-equilibrium geometry, with ωB97M-V/def2-TZVPD.

Element x y z (Å)
Sn1 0.07412 0.29918 0.13113
C1 -0.96129 -1.33865 5.75835
N1 -0.61184 -0.54403 4.60148
C2 -0.49939 -0.91857 3.33204
N2 0.03445 0.08103 2.63571
C3 0.23316 1.06631 3.55662
N3 -0.14764 0.71008 4.74906
C4 0.24792 -2.02552 6.36320
C5 0.05466 -2.83546 7.47977
C6 1.12558 -3.48426 8.07219
C7 2.40596 -3.33258 7.57011
C8 2.60433 -2.51599 6.45780
C9 1.52450 -1.86611 5.85483
C10 3.93172 -2.35573 5.90847
N4 5.03625 -2.88088 6.35212
N5 6.02494 -2.49827 5.53703
C11 5.50787 -1.74314 4.60998
O1 4.17316 -1.61153 4.79748
C12 6.24166 -1.13772 3.51902
C13 7.58778 -1.48817 3.37434
C14 8.32550 -0.95330 2.33801
C15 7.73189 -0.08410 1.43335
C16 6.39639 0.27052 1.57272
C17 5.74855 1.16793 0.53586
N6 4.52134 0.55324 0.06094
C18 3.29049 0.73450 0.51456
N7 2.47949 -0.14612 -0.06811
C19 3.29551 -0.86067 -0.89177
N8 4.53250 -0.45777 -0.82446
C20 5.65133 -0.25011 2.62214
H1 -1.70802 -2.07928 5.46748
H2 -1.39954 -0.66271 6.49436
H3 -0.80081 -1.86965 2.92782
H4 0.66600 2.02221 3.32329
H5 -0.94211 -2.95518 7.88491
H6 0.95232 -4.11552 8.93125
H7 3.24996 -3.83059 8.02469
H8 1.72752 -1.24346 4.99384
H9 8.01961 -2.18516 4.07725
H10 9.36505 -1.22171 2.22081
H11 8.31023 0.31185 0.60916
H12 6.41962 1.29587 -0.31175
H13 5.49548 2.14712 0.94580
H14 2.98844 1.48513 1.22420
H15 2.96340 -1.67143 -1.51340
H16 4.60775 0.01170 2.74920
C21 -1.53000 -4.61199 -6.04896
C22 -2.47576 -3.43075 -5.83698
C23 -2.84290 -2.71245 -7.12886
C24 -1.61735 -2.04507 -7.74033
C25 -0.90746 -1.18834 -6.73038
C26 -0.10199 -0.14702 -7.13329
C27 0.56363 0.63453 -6.19069
F1 1.34682 1.62972 -6.60480
C28 0.43339 0.40840 -4.84591
C29 -0.38837 -0.63863 -4.41374
C30 -0.52409 -0.85421 -2.97082
O2 0.07315 -0.05774 -2.18905
C31 -1.32973 -1.95922 -2.63091
C32 -1.97000 -2.70298 -3.59398
N9 -1.84822 -2.48421 -4.89630
C33 -1.05546 -1.45134 -5.34959
C34 -1.55862 -2.34479 -1.15003
O3 -2.39103 -3.19628 -0.96171
O4 -0.80611 -1.72615 -0.31955
H17 -1.94600 -5.28554 -6.79508
H18 -1.40433 -5.16817 -5.12117
H19 -0.54854 -4.27991 -6.38407
H20 -3.39005 -3.79170 -5.36327
H21 -3.60805 -1.96010 -6.92619
H22 -3.26830 -3.43683 -7.82202
H23 -1.90258 -1.43876 -8.59960
H24 -0.92392 -2.80354 -8.11329
H25 0.02010 0.07824 -8.18426
H26 0.95698 1.01086 -4.12024
H27 -2.60228 -3.52588 -3.28848
C35 -0.70613 4.72208 -1.90500
C36 -0.78745 5.24931 -0.47433
C37 -1.60535 4.33925 0.46278
C38 -1.57290 4.83109 1.91839
C39 -2.29384 3.89279 2.88312
C40 -3.05627 4.31496 -0.03085
O5 -3.73720 5.30158 0.02641
N10 -3.53995 3.13245 -0.56593
C41 -2.86300 1.93279 -0.64258
O6 -3.31708 0.93878 -1.14583
N11 -1.60229 1.95321 -0.08601
C42 -0.93522 2.95351 0.43219
O7 0.20991 2.78833 0.87190
H28 -0.17195 5.43080 -2.53369
H29 -1.70133 4.58077 -2.32741
H30 -0.17370 3.76821 -1.93904
H31 -1.27484 6.22602 -0.47508
H32 0.21388 5.37524 -0.06175
H33 -2.05881 5.80750 1.93888
H34 -0.53483 4.96080 2.22408
H35 -3.35442 3.82322 2.64170
H36 -2.20138 4.26400 3.90136
H37 -1.86164 2.88934 2.84883
H38 -4.49336 3.14352 -0.91110

charge	+2
relative energy (zero: lowest compared OMol25 entry of this formula, charge and spin)	78.01	kcal/mol
electronic energy	-3066.0448	a.u.
LUMO energy	-9.080	eV
Kohn-Sham gap	3.38	eV

=====

Computed, not measured: C42H39BrNO3PRu as an isolated structure, with ωB97M-V/def2-TZVPD.

Element x y z (Å)
Ru1 0.14571 -0.25568 -0.01682
C1 6.92996 -0.33603 0.85680
O1 6.44157 -0.20987 2.16821
C2 5.06584 -0.13036 2.30423
C3 4.57015 0.02797 3.58725
C4 3.20161 0.10228 3.79143
C5 2.24695 0.03546 2.73149
C6 0.86449 0.11646 2.98872
C7 0.37048 0.28172 4.39620
O2 -0.09646 0.02423 2.07417
C8 2.80955 -0.13050 1.42088
O3 2.05299 -0.22150 0.33146
C9 4.18046 -0.21366 1.22705
H1 8.01617 -0.35561 0.93016
H2 6.62686 0.50743 0.22691
H3 6.58596 -1.26027 0.38008
H4 5.26170 0.08091 4.41954
H5 2.84338 0.21216 4.80654
H6 0.75317 1.19453 4.86988
H7 0.66245 -0.55575 5.04374
H8 -0.71784 0.33119 4.37443
H9 4.51245 -0.34768 0.20625
C10 4.58701 -0.42848 -2.97080
C11 4.14161 0.83199 -2.59683
C12 2.78196 1.10770 -2.54991
C13 1.85416 0.12757 -2.88386
C14 2.30854 -1.13732 -3.25140
C15 3.66672 -1.41592 -3.29856
P1 0.03888 0.38155 -2.81550
C16 -0.32642 0.79683 -4.57871
C17 0.60512 1.34289 -5.46030
C18 0.24488 1.65949 -6.76395
C19 -1.05418 1.43813 -7.20430
C20 -1.99079 0.89455 -6.33679
C21 -1.62308 0.57208 -5.03624
C22 -0.09702 1.98392 -1.97332
C23 -0.25815 3.24416 -2.53910
C24 -0.27594 4.35966 -1.70992
C25 -0.11022 4.19697 -0.33815
C26 0.04062 2.92813 0.21602
C27 0.02602 1.78306 -0.58519
H10 5.64819 -0.64708 -2.98962
H11 4.85321 1.59901 -2.31596
H12 2.44058 2.08094 -2.21938
H13 1.59092 -1.91887 -3.47816
H14 4.00503 -2.40828 -3.57108
H15 1.62174 1.51588 -5.12563
H16 0.98108 2.08109 -7.43774
H17 -1.33299 1.68399 -8.22165
H18 -3.00422 0.71322 -6.67347
H19 -2.35289 0.13700 -4.36128
H20 -0.35990 3.36098 -3.61334
H21 -0.40438 5.34996 -2.13078
H22 -0.10275 5.06968 0.30661
H23 0.16971 2.82397 1.29006
Br1 -6.62060 -0.02246 0.01544
C28 -4.73658 -0.12225 -0.00316
C29 -3.99761 0.76138 0.75320
C30 -2.61355 0.66412 0.69343
N1 -1.99522 -0.25126 -0.04960
C31 -2.72258 -1.11395 -0.75998
C32 -4.10993 -1.07984 -0.77415
H24 -4.46408 1.51496 1.36984
H25 -1.97107 1.31443 1.27079
H26 -2.16088 -1.85041 -1.31935
H27 -4.66684 -1.79113 -1.36617
C33 2.15193 -3.61254 -0.15770
C34 0.68375 -3.44184 0.25817
C35 0.65179 -3.19439 1.77249
C36 0.09080 -2.27778 -0.52144
C37 -0.15828 -4.67693 -0.06850
C38 0.32425 -5.77166 -0.77831
C39 -0.50012 -6.84900 -1.09652
C40 -1.82888 -6.85610 -0.70825
C41 -2.32764 -5.77030 0.00608
C42 -1.50375 -4.70230 0.31685
H28 2.69028 -2.69301 0.07398
H29 2.24824 -3.78851 -1.23244
H30 2.62527 -4.44269 0.37980
H31 1.29796 -2.35561 2.03129
H32 1.00335 -4.08048 2.31012
H33 -0.34974 -2.94308 2.12311
H34 -0.06408 -2.54373 -1.57513
H35 1.35986 -5.79428 -1.09012
H36 -0.09341 -7.68627 -1.65172
H37 -2.47013 -7.69296 -0.95567
H38 -3.36465 -5.75816 0.32124
H39 -1.90623 -3.85684 0.86291

charge	-1
relative energy (zero: lowest compared OMol25 entry of this formula, charge and spin)	1.33	kcal/mol
electronic energy	-4914.4964	a.u.
expectation value of S²	8.795
2S+1	6
LUMO energy (spin up / spin down)	2.130 / 2.111	eV
Kohn-Sham gap (spin up / spin down)	3.88 / 6.57	eV